Entry from the OMol25 dataset: a structure of composition C16H30ClN3O2Pt (ωB97M-V/def2-TZVPD).

XYZ file:
```
53
Properties=species:S:1:pos:R:3
Pt -0.372 -0.788 0.536
N 2.734 0.354 -0.920
C 3.191 1.375 -1.850
C 2.543 2.698 -1.484
C 1.060 2.700 -1.740
O 0.417 3.515 -0.891
O 0.493 2.090 -2.615
H 3.140 0.458 0.000
H 2.920 -0.587 -1.236
H 2.878 1.094 -2.856
H 4.280 1.511 -1.866
H 2.964 3.523 -2.067
H 2.711 2.934 -0.432
N -2.192 3.414 -1.552
C -3.136 2.433 -0.986
C -2.449 1.086 -0.802
N -1.420 1.066 0.255
H -2.615 4.335 -1.598
H -1.971 3.148 -2.508
H -0.560 3.527 -1.128
H -4.017 2.312 -1.622
H -3.489 2.804 -0.021
H -1.967 0.792 -1.737
H -3.175 0.307 -0.568
H -1.851 1.297 1.147
H -0.718 1.782 0.085
Cl -3.983 -3.898 -3.288
C -2.666 -3.572 -2.195
C -2.722 -4.067 -0.893
C -1.690 -3.800 -0.021
C -0.563 -3.062 -0.426
C 0.481 -2.624 0.545
C -0.539 -2.580 -1.740
C -1.589 -2.829 -2.624
H -3.580 -4.645 -0.577
H -1.745 -4.154 1.001
H 1.480 -2.615 0.103
H 0.492 -3.201 1.470
H 0.323 -2.017 -2.081
H -1.558 -2.455 -3.638
C 1.264 -0.008 4.554
C 1.193 -0.693 3.188
C 2.577 -0.731 2.553
C 0.168 0.018 2.308
H 1.986 -0.501 5.209
H 0.293 -0.018 5.053
H 1.572 1.035 4.443
H 0.858 -1.723 3.342
H 2.957 0.289 2.422
H 2.537 -1.213 1.577
H 3.288 -1.271 3.182
H 0.532 1.040 2.109
H -0.767 0.114 2.877
```

charge	0
largest force on an atom	0.46	eV Å⁻¹
ΔE to the lowest compared entry with this formula, charge and spin	0.0	kcal per mole
highest occupied orbital energy	-7.3346	eV
frontier orbital gap	0.28326	Eh
E_tot	-1521.929529	Eh